<i>
Formula: C6H11ClN2
Source: the OMol25 dataset
Level of theory: ωB97M-V/def2-TZVPD

## Properties
LUMO: 0.8953 eV
orbital gap: 8.88 eV

```
20
C6H11ClN2 ωB97M-V/def2-TZVPD
C -2.32359 -0.56691 0.13754
N -0.97416 -0.47843 0.76295
C -0.25622 -1.63261 0.88351
C 0.94236 -1.46640 0.40078
C 1.11654 0.03659 -0.10058
C 1.75010 0.15152 -1.47902
Cl 2.31740 0.68839 1.17581
N -0.18515 0.45274 0.00516
C -0.28525 1.80959 0.39461
H -2.61604 -1.59145 -0.14104
H -3.17712 -0.20713 0.84628
H -2.42064 0.12368 -0.75343
H -0.54920 -2.40882 1.42766
H 1.80670 -1.95907 0.39309
H 0.92561 -0.07273 -2.29471
H 2.49700 -0.58224 -1.60880
H 2.33365 1.11769 -1.64991
H -0.06746 2.58068 -0.40413
H -1.23053 1.89099 0.82237
H 0.39600 2.11391 1.18186
```

Mulliken population analysis, charges in e, atoms 1 to 2: number 1, C, carries -0.8846; number 2, N, carries -0.1965



<ii>
Formula: C6H11ClN2
Source: the OMol25 dataset
Level of theory: ωB97M-V/def2-TZVPD

## Properties
LUMO: -0.2275 eV
orbital gap: 6.46 eV

```
20
C6H11ClN2 ωB97M-V/def2-TZVPD
C 0.25007 1.47946 2.49194
C 0.24310 -0.01643 2.19797
N 0.32295 -0.24769 0.74731
C 1.42023 0.01257 -0.06385
C 1.00750 -0.28489 -1.32239
N -0.22214 -0.86704 -1.25575
C -0.61288 -0.85235 0.01759
C -1.05201 -1.20878 -2.40984
H 0.03218 1.61816 3.55391
H -0.43772 2.03893 1.86800
H 1.27430 1.85611 2.44734
H -0.69654 -0.45277 2.53131
H 1.09313 -0.54818 2.62147
H 2.33556 0.37351 0.36556
H 1.49137 -0.07636 -2.26233
H -1.58268 -1.12826 0.39279
H -0.92230 -0.43109 -3.16100
H -2.10014 -1.21104 -2.12774
H -0.71312 -2.18177 -2.76070
Cl -1.13088 2.12794 -3.87161
```

Mulliken population analysis, charges in e, atoms 1 to 2: number 1, C, carries -1.0801; number 2, C, carries -0.4965



<ii> is the most stable structure; the next one sits 192.9 kJ/mol above it.



<i>
Formula: CH4NO3
Source: the OMol25 dataset
Level of theory: ωB97M-V/def2-TZVPD

## Properties
charge: +1
LUMO: -6.3968 eV
orbital gap: 11.62 eV

```
9
CH4NO3 ωB97M-V/def2-TZVPD
C -1.45062 0.13811 0.08527
N -0.39063 -0.16518 -0.55434
O -1.80499 0.58754 1.19594
O -2.71705 0.45173 -0.05013
O 1.88116 -0.32968 0.39683
H 0.65275 -0.19076 -0.11419
H 2.16053 0.27486 1.04738
H -0.63751 -0.40764 -1.54081
H 2.30636 -0.35900 -0.46595
```

Mulliken population analysis, charges in e, atoms 1 to 2: number 1, C, carries 0.7887; number 2, N, carries -0.2787



<ii>
Formula: CH4NO3
Source: the OMol25 dataset
Level of theory: ωB97M-V/def2-TZVPD

## Properties
charge: +1
LUMO: -6.4221 eV
orbital gap: 10.49 eV

```
9
CH4NO3 ωB97M-V/def2-TZVPD
C -0.71752 -0.29680 0.53960
N 0.45633 0.26184 0.93493
O -1.89306 -0.02764 0.82294
O -1.41557 -1.43402 0.52142
O 0.10119 0.12696 -1.55115
H 0.60101 1.34424 0.80008
H 0.90366 -0.67391 -1.54545
H 1.35413 -0.22658 0.58660
H 0.60983 0.92590 -1.10898
```

Mulliken population analysis, charges in e, atoms 1 to 2: number 1, C, carries 0.9388; number 2, N, carries -0.5231



<iii>
Formula: CH4NO3
Source: the OMol25 dataset
Level of theory: ωB97M-V/def2-TZVPD

## Properties
charge: +1
LUMO (alpha / beta): -7.1275 / -7.1280 eV
orbital gap (alpha / beta): 9.92 / 9.92 eV

```
9
CH4NO3 ωB97M-V/def2-TZVPD
C 0.50119 -0.72968 -0.34800
N 0.24432 0.69236 -0.30323
O -0.21807 1.40810 -1.07918
O 0.72049 1.27631 0.88946
O 0.20154 2.51825 0.86023
H 1.41505 -0.75513 -0.78971
H -0.22580 -1.08034 -1.13162
H 0.44921 -1.30159 0.62097
H 0.21309 2.76014 1.78361
```

Mulliken population analysis, charges in e, atoms 1 to 2: number 1, C, carries -0.6148; number 2, N, carries 0.7916



<iv>
Formula: CH4NO3
Source: the OMol25 dataset
Level of theory: ωB97M-V/def2-TZVPD

## Properties
charge: +1
LUMO: -4.5405 eV
orbital gap: 12.43 eV

```
9
CH4NO3 ωB97M-V/def2-TZVPD
N 1.00177 0.30023 -0.20700
C -0.35860 -0.23659 0.05292
O -1.17295 0.99575 0.15015
O -0.66496 -1.30359 0.85945
O -0.67390 -1.32228 -0.60453
H 1.54429 -0.47397 0.17765
H 1.30477 1.27398 0.22217
H 1.00060 0.13806 -1.19349
H -1.98102 0.62841 0.54267
```

Mulliken population analysis, charges in e, atoms 1 to 2: number 1, N, carries -0.2774; number 2, C, carries 0.6200



<i> is the most stable structure; the next one sits 9.2 kJ/mol above it.



<i>
Formula: C3H3NO4
Source: the OMol25 dataset
Level of theory: ωB97M-V/def2-TZVPD

## Properties
LUMO: -0.2402 eV
orbital gap: 7.40 eV

```
11
C3H3NO4 ωB97M-V/def2-TZVPD
C 0.73720 0.68794 0.04890
C -1.47299 -0.06955 -0.00111
C 0.78734 -0.69179 -0.02420
H 1.38520 2.52470 -0.33040
H -1.12364 1.92191 1.14515
H 2.66163 -1.26751 0.34507
N -0.59010 0.98946 0.21322
O 1.69300 1.59027 -0.20184
O -2.70599 -0.02897 -0.13933
O -0.56538 -1.16491 -0.07876
O 1.69065 -1.60450 0.07069
```

Mulliken population analysis, charges in e, atoms 1 to 2: number 1, C, carries 0.1606; number 2, C, carries 0.4567



<ii>
Formula: C3H3NO4
Source: the OMol25 dataset
Level of theory: ωB97M-V/def2-TZVPD

## Properties
LUMO: -0.5572 eV
orbital gap: 9.35 eV

```
11
C3H3NO4 ωB97M-V/def2-TZVPD
O 0.81879 -1.28870 -0.99673
C 1.08654 -0.27343 -0.36948
O 2.07631 0.01713 0.48918
C 0.05232 0.87589 -0.40625
O 0.52184 2.02416 0.12880
C -1.45085 0.41472 -0.84530
N -1.81260 -0.31735 0.15145
O -0.85828 -0.44516 1.30110
H 2.85932 -0.58082 0.71977
H -2.06201 0.76610 -1.87885
H -1.23137 -1.19255 1.70630
```

Mulliken population analysis, charges in e, atoms 1 to 2: number 1, O, carries -0.5509; number 2, C, carries 0.7102



<i> is the most stable structure; the next one sits 120.0 kJ/mol above it.



<i>
Formula: C3H3NO4
Source: the OMol25 dataset
Level of theory: ωB97M-V/def2-TZVPD

## Properties
LUMO: 0.3982 eV
orbital gap: 9.30 eV

```
11
C3H3NO4 ωB97M-V/def2-TZVPD
O 1.15309 -1.98292 0.45619
C 0.81445 -0.81802 0.29206
N 1.65315 0.25186 0.08398
O 0.74562 1.28717 0.43369
C -0.64254 0.82359 -0.00903
O -1.59735 1.68959 -0.38183
C -0.58651 -0.49820 -0.10191
O -1.57521 -1.41826 -0.08598
H 2.42537 0.35714 -0.55959
H -1.27806 2.58232 -0.16553
H -1.11201 -2.27428 0.03797
```

Mulliken population analysis, charges in e, atoms 1 to 2: number 1, O, carries -0.6139; number 2, C, carries 0.4805



<ii>
Formula: C3H3NO4
Source: the OMol25 dataset
Level of theory: ωB97M-V/def2-TZVPD

## Properties
LUMO: -0.3458 eV
orbital gap: 9.52 eV

```
11
C3H3NO4 ωB97M-V/def2-TZVPD
O 0.27644 2.45713 -0.94165
C 0.17397 1.25308 -0.49855
C 0.84224 0.73987 0.79773
O 0.92463 -0.56734 0.69751
C -0.08091 -0.90001 -0.09564
N -0.39051 -2.10504 -0.13298
O -1.61862 -2.24615 -0.84679
O -0.66518 0.17794 -0.63133
H 0.12832 1.11471 1.69471
H 1.93020 1.35522 1.19231
H -1.52058 -1.27940 -1.23532
```

Mulliken population analysis, charges in e, atoms 1 to 2: number 1, O, carries -0.5154; number 2, C, carries 0.4989



<i> is the most stable structure; the next one sits 128.5 kJ/mol above it.



<i>
Formula: C5H4
Source: the OMol25 dataset
Level of theory: ωB97M-V/def2-TZVPD

## Properties
LUMO: 0.2172 eV
orbital gap: 7.89 eV

```
9
C5H4 ωB97M-V/def2-TZVPD
C 1.98416 0.01255 0.04067
C 0.62637 0.17856 0.00957
C -0.54796 -0.72993 -0.01299
C -0.59104 0.81157 0.01580
C -1.83701 0.06977 0.05870
H 2.63702 0.77173 -0.14452
H 2.42827 -0.95057 0.00942
H -2.31931 -0.09192 -0.89918
H -2.38048 -0.07175 0.92252
```

Mulliken population analysis, charges in e, atoms 1 to 2: number 1, C, carries -1.1354; number 2, C, carries 0.8680



<ii>
Formula: C5H4
Source: the OMol25 dataset
Level of theory: ωB97M-V/def2-TZVPD

## Properties
LUMO (alpha / beta): -1.5379 / -1.5915 eV
orbital gap (alpha / beta): 7.48 / 7.38 eV

```
9
C5H4 ωB97M-V/def2-TZVPD
C 0.97642 -0.55255 1.31350
C 0.03528 -0.07625 0.31842
C -0.65269 0.33329 -0.63395
C -1.04835 0.61844 -1.94391
C -1.41400 0.90198 -3.11791
H 0.57544 -1.31682 1.98660
H 1.44158 0.25142 1.89276
H 1.77287 -1.03121 0.72216
H -1.68654 0.87170 -0.53767
```

Mulliken population analysis, charges in e, atoms 1 to 2: number 1, C, carries -0.9954; number 2, C, carries 0.6612



<iii>
Formula: C5H4
Source: the OMol25 dataset
Level of theory: ωB97M-V/def2-TZVPD

## Properties
LUMO (alpha / beta): -2.4484 / -2.9798 eV
orbital gap (alpha / beta): 6.60 / 5.96 eV

```
9
C5H4 ωB97M-V/def2-TZVPD
C 0.53804 0.20970 -1.40715
C 0.65261 0.79279 -2.45561
C -0.02069 0.03532 -0.07499
C -1.09704 0.70294 0.36543
C 0.74266 -0.90881 0.56723
H -1.42624 0.19763 1.31874
H -1.58217 1.64026 0.14841
H 1.07461 -1.77403 -0.05016
H 1.11822 -0.89580 1.58811
```

Mulliken population analysis, charges in e, atoms 1 to 2: number 1, C, carries -0.2696; number 2, C, carries -0.4891



<iv>
Formula: C5H4
Source: the OMol25 dataset
Level of theory: ωB97M-V/def2-TZVPD

## Properties
LUMO (alpha / beta): -0.7853 / -0.7856 eV
orbital gap (alpha / beta): 7.26 / 7.26 eV

```
9
C5H4 ωB97M-V/def2-TZVPD
C -1.77872 0.25518 0.07189
C -0.69541 -1.60376 0.06098
C -0.80139 1.13739 -0.17643
C 0.38632 0.49278 0.18870
C 0.58734 -0.95022 -0.10762
H -0.89362 2.20842 -0.19870
H 1.02283 0.95533 0.93598
H 1.43673 -1.38995 0.41532
H 0.73591 -1.10518 -1.19014
```

Mulliken population analysis, charges in e, atoms 1 to 2: number 1, C, carries -0.3348; number 2, C, carries -0.2625



<i> is the most stable structure; the next one sits 151.4 kJ/mol above it.